Here is C23H32BBr4I3NO4 as an isolated structure at a distorted geometry from the OMol25 dataset. Energies are from the ωB97M-V functional and the def2-TZVPD basis.

```
! RIJCOSX wB97M-V def2-TZVPD def2/J DEFGRID3
* xyz 1 1
C 2.452 3.910 2.723
C 1.441 3.731 1.746
C 0.418 3.381 0.510
C -0.117 1.841 0.649
C -1.649 1.660 1.253
C -2.493 2.997 1.726
C -3.392 3.470 0.435
O -4.152 4.596 0.432
I -3.410 2.333 -1.484
C -2.238 0.111 1.340
B -3.769 0.136 2.030
O -3.755 0.468 3.500
O -4.984 -0.192 1.262
C -6.208 0.336 1.879
C -6.399 1.893 1.383
N -1.486 -1.162 0.890
C -2.240 -2.450 1.060
Br -2.150 -3.891 -0.340
C -2.230 -3.045 2.630
C -1.021 -2.464 3.557
Br -2.366 -5.083 2.651
C -0.023 -1.038 0.377
C 0.890 -2.322 -0.043
Br 0.734 -2.869 -2.013
C 1.035 -3.568 0.987
C 1.638 -4.850 0.095
Br 2.415 -3.302 2.451
C 0.740 0.457 0.247
C 2.269 0.744 -0.231
I 3.838 0.000 1.193
C 2.643 0.498 -1.800
C 1.389 0.473 -2.852
I 4.118 -1.149 -2.132
H 3.433 3.837 3.400
H -0.412 4.195 0.341
H 1.067 3.418 -0.494
H -1.799 3.933 1.987
H -3.106 2.871 2.729
H -4.248 -0.262 4.004
H -6.301 0.174 3.033
H -7.115 -0.271 1.394
H -5.857 1.996 0.332
H -6.007 2.660 2.176
H -7.547 2.050 1.171
H -3.428 -2.344 0.896
H -3.235 -2.707 3.181
H -0.132 -1.957 3.001
H -1.473 -1.649 4.298
H -0.628 -3.349 4.220
H 2.032 -1.959 -0.084
H 0.091 -3.975 1.505
H 0.803 -5.398 -0.529
H 2.598 -4.573 -0.512
H 1.992 -5.649 0.909
H 2.550 1.898 -0.071
H 3.297 1.425 -2.187
H 1.182 1.609 -3.157
H 1.690 -0.082 -3.852
H 0.397 0.003 -2.465
C 6.554 1.826 -5.545
C 6.452 0.470 -6.214
O 6.750 -0.556 -5.278
H 7.559 1.980 -5.141
H 6.331 2.628 -6.254
H 5.857 1.896 -4.703
H 7.164 0.396 -7.040
H 5.445 0.303 -6.610
H 6.106 -0.487 -4.552
*
```

Results
gap between HOMO and LUMO = 6.21 eV

---

Here is C23H32BiN7O6PS2 as an isolated structure from the OMol25 dataset. Energies are from the ωB97M-V functional and the def2-TZVPD basis.

```
! RIJCOSX wB97M-V def2-TZVPD def2/J DEFGRID3
* xyz -1 1
Bi 0.012 0.272 -0.043
N 4.743 -0.290 -0.636
C 3.495 0.168 -0.250
S 2.495 0.830 -1.514
N 3.238 0.038 1.015
N 1.965 0.462 1.381
C 1.824 0.706 2.627
C 0.626 1.263 3.239
C 0.519 1.209 4.632
C -0.551 1.767 5.300
C -1.535 2.419 4.555
C -1.444 2.504 3.182
C -0.370 1.924 2.488
O -0.314 2.044 1.171
H 5.090 0.105 -1.493
H 5.407 -0.366 0.120
H 2.682 0.512 3.271
H 1.300 0.699 5.186
H -0.628 1.695 6.377
H -2.389 2.858 5.059
H -2.211 2.991 2.594
O -4.490 -3.419 2.726
C -3.677 -2.628 2.310
C -3.963 -1.448 1.390
O -5.052 -1.125 0.958
C -2.655 -0.833 1.125
C -1.645 -1.523 1.821
O -0.403 -1.192 1.717
C -2.179 -2.662 2.552
O -1.569 -3.508 3.186
O -2.392 0.148 0.358
C 2.861 -3.360 0.518
P 1.419 -2.610 -0.318
C 1.829 -2.952 -2.074
C 0.148 -3.884 0.015
H 3.046 -4.370 0.141
H 2.653 -3.408 1.588
H 3.743 -2.737 0.368
H 2.005 -4.017 -2.255
H 2.707 -2.373 -2.363
H 0.989 -2.602 -2.677
H 0.469 -4.864 -0.351
H -0.787 -3.602 -0.470
H -0.040 -3.937 1.089
C -2.321 2.254 -1.756
C -2.875 3.240 -2.814
N -1.780 3.909 -3.526
C -0.901 4.542 -2.538
C -0.260 3.475 -1.613
N -0.855 2.158 -1.901
C -0.532 1.779 -3.284
C -1.008 2.896 -4.250
H -2.750 1.257 -1.857
H -2.528 2.577 -0.736
H -3.502 4.003 -2.349
H -3.486 2.718 -3.554
H -1.499 5.253 -1.964
H -0.136 5.110 -3.072
H -0.424 3.691 -0.558
H 0.817 3.390 -1.770
H -1.026 0.829 -3.494
H 0.545 1.618 -3.357
H -1.632 2.486 -5.046
H -0.158 3.397 -4.720
N -1.531 -3.923 -3.707
C -2.220 -3.308 -2.714
N -3.066 -4.096 -2.021
S -2.058 -1.691 -2.338
H -1.433 -4.925 -3.704
H -0.785 -3.393 -4.121
H -3.319 -5.015 -2.340
H -3.646 -3.649 -1.328
*
```

Results
gap between HOMO and LUMO = 6.44 eV

---

Here is a 13-piece molecular cluster, C23H32BrCl37NO overall at a distorted geometry from the OMol25 dataset. Energies are from the ωB97M-V functional and the def2-TZVPD basis.

```
! RIJCOSX wB97M-V def2-TZVPD def2/J DEFGRID3
* xyz 1 1
C 6.841 1.991 2.484
O 6.516 1.321 1.262
C 6.050 0.032 1.603
C 5.480 -0.598 0.290
C 4.088 -1.240 0.546
C 2.894 -0.459 -0.055
C 1.719 -0.800 0.933
N 0.697 0.238 0.651
C -0.768 0.265 0.816
C -1.270 -0.206 2.206
C -2.829 0.027 2.163
Br -1.027 -2.133 2.524
C 1.278 1.268 0.181
C 2.817 1.084 0.121
Cl 3.280 1.715 1.763
H 5.910 2.301 2.981
H 7.380 1.296 3.142
H 7.485 2.839 2.253
H 6.845 -0.627 1.983
H 5.286 0.079 2.394
H 6.182 -1.402 0.040
H 5.504 0.106 -0.546
H 4.094 -2.214 0.048
H 3.931 -1.459 1.607
H 2.683 -0.616 -1.117
H 1.983 -0.707 1.986
H 1.292 -1.766 0.646
H -1.046 1.324 0.772
H -1.320 -0.260 0.033
H -0.889 0.424 3.012
H -3.260 0.011 3.164
H -3.097 0.919 1.590
H -3.255 -0.840 1.633
H 0.855 2.218 -0.137
H 3.258 1.717 -0.648
C 7.140 1.665 -2.544
Cl 7.306 -0.092 -2.659
Cl 8.527 2.466 -3.284
Cl 5.634 2.201 -3.309
H 7.108 1.937 -1.496
C 4.012 -3.766 -3.288
Cl 4.514 -2.111 -2.935
Cl 4.713 -4.888 -2.116
Cl 2.248 -3.880 -3.279
H 4.368 -4.034 -4.275
C -6.289 -2.064 0.599
Cl -6.740 -0.367 0.767
Cl -4.741 -2.222 -0.240
Cl -6.222 -2.851 2.180
H -7.045 -2.556 0.004
C 4.099 -4.853 2.184
Cl 5.654 -4.109 1.793
Cl 3.485 -4.234 3.719
Cl 2.912 -4.566 0.903
H 4.243 -5.922 2.270
C 3.180 5.279 -0.948
Cl 4.508 4.129 -0.748
Cl 3.040 5.781 -2.633
Cl 1.650 4.589 -0.378
H 3.396 6.154 -0.349
C 5.715 -0.620 -6.447
Cl 5.126 0.789 -7.332
Cl 4.457 -1.860 -6.346
Cl 7.171 -1.270 -7.202
H 5.964 -0.309 -5.439
C -7.489 -1.055 -3.187
Cl -8.360 0.338 -2.541
Cl -5.750 -0.858 -2.926
Cl -8.068 -2.558 -2.458
H -7.672 -1.108 -4.253
C -1.163 -6.125 3.652
Cl -1.169 -7.889 3.654
Cl 0.353 -5.494 3.012
Cl -2.495 -5.481 2.693
H -1.277 -5.783 4.672
C -12.372 -1.412 -1.739
Cl -10.993 -1.173 -0.661
Cl -13.234 0.112 -1.974
Cl -11.846 -2.081 -3.289
H -13.048 -2.119 -1.276
C 9.602 5.715 2.723
Cl 9.513 7.069 3.850
Cl 10.054 4.229 3.565
Cl 8.063 5.505 1.877
H 10.365 5.934 1.987
C -13.943 3.959 -1.980
Cl -14.886 2.494 -2.275
Cl -14.321 5.197 -3.181
Cl -14.229 4.566 -0.346
H -12.894 3.708 -2.070
C -9.602 1.973 2.759
Cl -9.649 0.207 2.755
Cl -8.051 2.560 2.139
Cl -10.939 2.633 1.814
H -9.708 2.312 3.781
*
```

Results
gap between HOMO and LUMO = 8.41 eV

---

> Among the records above, which one has the lowest gap between HOMO and LUMO?

C23H32BBr4I3NO4